A structure of composition C3H5Br3O2 at a distorted geometry, computed with wB97M-V/def2-TZVPD.

- Highest occupied orbital energy: -8.32 eV
- E_tot: -217411.8625 eV
- Lowest unoccupied orbital energy: 0.19 eV
- Frontier orbital gap: 8.51 eV
- Energy relative to the best compared isomer or geometry (same formula, charge and spin): 40.10 kcal/mol

Each line ends with the Löwdin charge.
Atoms and positions in Å:
C -0.584 1.398 0.678  0.02
C 0.225 0.079 0.742  -0.46
C 0.012 -0.634 -1.469  -1.62
O -0.564 -0.811 1.375  0.11
O 1.566 0.019 0.735  0.00
Br -1.645 -1.280 -2.047  0.56
Br 0.523 0.820 -2.715  0.48
Br 1.357 -2.091 -1.453  0.57
H -0.181 2.186 0.126  0.06
H -0.842 1.759 1.652  0.09
H -1.525 1.109 0.343  0.06
H -0.207 -1.600 1.598  0.07
H 1.864 -0.953 0.435  0.07